Formula: C39H52Cl2F7N2O24
Source: the Open Molecules 2025 dataset
Level of theory: ωB97M-V/def2-TZVPD

Gap between HOMO and LUMO = 9.702 eV
Multiplicity = 1
Total charge = +1
E = -5051.8852 Ha
LUMO = -1.65 eV
Molecular weight = 1136.727 g mol⁻¹
E_HOMO = -11.348 eV

CARTESIAN COORDINATES (ANGSTROEM)
C 2.16 -3.17 1.80
C 0.72 -3.07 1.28
C 0.67 -2.76 -0.22
C 1.30 -1.39 -0.57
C 0.43 -0.26 -1.16
C 0.29 0.91 -0.18
N -0.09 2.12 -0.96
C 0.11 3.23 -0.50
O 0.27 4.29 -0.06
C -0.76 0.57 0.89
C -0.76 1.51 2.06
Cl -2.03 2.69 2.13
C 0.16 1.45 3.03
C 1.31 0.49 3.06
Cl 0.09 2.53 4.37
C -2.10 0.43 0.17
C -2.03 -0.79 -0.72
N -0.90 -0.71 -1.70
C -1.33 0.09 -2.90
O -2.30 -0.68 -3.52
C -3.39 0.06 -4.08
C -4.37 0.59 -3.06
O -5.16 -0.45 -2.55
C -6.10 -0.02 -1.56
C -5.76 -0.53 -0.15
H 2.41 -2.35 2.48
H 2.27 -4.08 2.37
H 2.85 -3.18 0.96
H 0.24 -4.05 1.40
H 0.11 -2.37 1.85
H -0.35 -2.91 -0.59
H 1.27 -3.53 -0.71
H 2.11 -1.57 -1.28
H 1.80 -1.01 0.33
H 0.98 0.14 -2.00
H 1.26 1.09 0.27
H -0.53 -0.43 1.26
H 0.97 -0.49 2.71
H 2.11 0.82 2.40
H 1.68 0.35 4.07
H -2.36 1.33 -0.38
H -2.87 0.26 0.92
H -2.96 -0.91 -1.27
H -1.93 -1.67 -0.09
H -0.77 -1.66 -2.08
H -1.66 1.07 -2.58
H -0.46 0.22 -3.55
H -2.99 0.91 -4.65
H -3.87 -0.62 -4.78
H -3.82 1.08 -2.24
H -4.96 1.38 -3.54
H -7.07 -0.41 -1.86
H -6.19 1.07 -1.57
H -4.76 -0.96 -0.15
H -6.45 -1.31 0.16
H -5.80 0.28 0.57
C -4.58 -0.85 3.63
C -4.06 0.34 4.40
O -2.76 -0.07 4.77
C -2.34 -0.96 3.84
O -1.21 -1.30 3.68
O -3.37 -1.38 3.08
F -4.80 0.60 5.50
H -5.05 -1.59 4.29
H -5.28 -0.59 2.85
H -3.99 1.25 3.80
C 1.38 -6.38 5.11
C 2.38 -6.22 6.23
O 3.60 -6.10 5.52
C 3.32 -5.57 4.30
O 4.12 -5.11 3.57
O 1.99 -5.64 4.05
F 2.44 -7.31 7.03
H 1.28 -7.43 4.82
H 0.40 -5.98 5.35
H 2.24 -5.34 6.85
C -8.63 1.11 5.14
C -8.97 1.60 3.75
O -8.17 0.75 2.93
C -7.98 -0.41 3.61
O -7.56 -1.41 3.13
O -8.33 -0.27 4.91
F -8.61 2.88 3.54
H -7.75 1.62 5.53
H -9.45 1.21 5.85
H -10.02 1.48 3.46
C 5.91 -1.33 5.64
C 5.23 -0.17 4.95
O 4.08 -0.79 4.40
C 3.77 -1.87 5.17
O 2.75 -2.45 5.13
O 4.80 -2.16 5.99
F 5.97 0.36 3.95
H 6.56 -1.87 4.94
H 6.48 -1.04 6.52
H 4.92 0.64 5.62
C 3.06 1.49 -6.72
C 1.85 2.18 -6.17
O 1.28 1.17 -5.32
C 2.30 0.38 -4.92
O 2.22 -0.40 -4.02
O 3.40 0.58 -5.65
F 0.94 2.51 -7.12
H 2.82 0.90 -7.61
H 3.88 2.17 -6.94
H 2.07 3.07 -5.57
C 4.01 5.59 -10.28
C 5.46 5.23 -10.02
O 5.46 5.01 -8.62
C 4.22 4.63 -8.25
O 3.94 4.15 -7.20
O 3.33 4.86 -9.24
F 6.30 6.23 -10.32
H 3.84 6.66 -10.14
H 3.65 5.29 -11.26
H 5.79 4.32 -10.52
C 3.95 1.56 -1.62
C 4.95 1.66 -0.49
O 6.17 1.80 -1.18
C 5.90 2.38 -2.39
O 6.71 2.85 -3.11
O 4.56 2.34 -2.64
F 4.97 0.54 0.27
H 3.84 0.53 -1.96
H 2.97 1.96 -1.37
H 4.81 2.52 0.17

Atom charges from the Löwdin analysis, given in e for atoms 1 to 2: -0.06, -0.23

Formula: C39H53BBrF4MoN7O7Si
Source: the Open Molecules 2025 dataset
Level of theory: ωB97M-V/def2-TZVPD

Gap between HOMO and LUMO (alpha / beta) = 7.327 / 7.584 eV
Multiplicity = 3
Total charge = 0
E = -5784.1508 Ha
LUMO (alpha / beta) = -0.81 / -0.93 eV
Molecular weight = 1022.629 g mol⁻¹
E_HOMO (alpha / beta) = -8.139 / -8.517 eV
Energy above the lowest of the compared OMol25 structures with the same formula, charge and spin = 0.016 eV

CARTESIAN COORDINATES (ANGSTROEM)
Mo -0.70 2.01 -1.15
O -3.53 6.65 -2.20
C -4.41 5.65 -2.48
C -5.74 5.98 -2.74
C -6.67 5.02 -3.05
C -6.31 3.65 -2.93
C -5.00 3.30 -2.64
C -4.05 4.31 -2.43
C -2.74 3.86 -1.98
O -2.57 2.62 -1.61
N -1.72 4.67 -2.02
N -0.54 4.05 -1.55
C 0.49 4.82 -1.37
C 1.76 4.27 -1.21
C 2.75 5.12 -0.64
C 4.01 4.65 -0.51
C 4.32 3.34 -0.95
C 3.37 2.52 -1.47
C 2.02 2.93 -1.59
O 1.06 2.10 -1.97
H -2.67 6.21 -2.01
H -6.10 7.02 -2.76
H -7.74 5.22 -3.23
H -7.09 2.87 -3.00
H -4.68 2.30 -2.54
H 0.37 5.89 -1.58
H 2.44 6.13 -0.31
H 4.74 5.26 -0.05
H 5.37 3.06 -0.88
H 3.56 1.52 -1.79
O -1.16 1.69 -3.28
C -1.70 0.72 -3.89
C -1.99 -0.56 -3.27
C -2.64 -1.45 -4.16
C -2.87 -2.73 -3.70
C -2.47 -3.12 -2.46
C -1.78 -2.24 -1.64
C -1.51 -0.91 -2.04
O -0.90 -0.10 -1.20
N -3.79 -3.58 -4.48
O -4.33 -4.52 -3.97
O -4.00 -3.26 -5.63
H -1.81 0.83 -5.01
H -2.96 -1.11 -5.14
H -2.75 -4.17 -2.16
H -1.39 -2.58 -0.70
C -2.47 2.97 1.28
N -3.27 2.96 2.46
C -4.58 2.38 2.18
N -4.50 0.99 1.67
C -3.66 1.03 0.45
N -2.31 1.60 0.69
C -1.65 0.74 1.74
N -2.45 0.74 2.95
C -2.56 2.13 3.44
C -3.77 0.21 2.69
H -1.49 3.35 1.50
H -2.93 3.63 0.56
H -5.12 2.99 1.44
H -5.19 2.39 3.07
H -4.13 1.66 -0.31
H -3.53 0.01 0.05
H -0.65 1.09 1.93
H -1.50 -0.28 1.38
H -1.55 2.49 3.57
H -3.08 2.13 4.44
H -4.30 0.28 3.63
H -3.74 -0.84 2.40
F 0.94 2.15 2.96
B 1.30 3.11 2.10
F 0.26 2.34 0.51
F 2.48 2.99 1.46
F 0.63 4.27 2.14
C 4.21 -4.16 3.59
C 4.01 -2.81 2.87
C 3.32 -1.83 3.86
C 5.37 -2.16 2.57
Si 3.14 -3.11 1.16
Br 2.17 -1.13 0.64
C 1.63 -4.32 1.37
C 0.80 -3.81 2.56
C 0.69 -4.25 0.12
C 2.02 -5.76 1.57
C 4.31 -3.61 -0.27
C 3.47 -4.16 -1.43
C 5.23 -4.75 0.18
C 5.16 -2.48 -0.85
H 4.86 -4.08 4.48
H 4.66 -4.90 2.97
H 3.28 -4.58 3.99
H 3.88 -1.89 4.81
H 2.30 -2.15 4.09
H 3.41 -0.79 3.47
H 5.90 -1.97 3.47
H 5.21 -1.18 2.11
H 5.95 -2.76 1.88
H 0.54 -2.78 2.39
H 1.32 -3.88 3.55
H -0.13 -4.41 2.68
H 0.71 -3.30 -0.38
H -0.37 -4.45 0.45
H 0.97 -5.00 -0.61
H 2.82 -5.89 2.32
H 2.35 -6.21 0.64
H 1.19 -6.28 1.97
H 2.89 -5.03 -1.11
H 4.15 -4.52 -2.20
H 2.83 -3.37 -1.82
H 4.77 -5.49 0.87
H 6.09 -4.37 0.73
H 5.60 -5.31 -0.71
H 4.56 -1.81 -1.42
H 5.95 -2.92 -1.43
H 5.62 -1.81 -0.11

Atom charges from the Löwdin analysis, given in e for atoms 1 to 2: 1.93, 0.06

Formula: C39H53BN6O3
Source: the Open Molecules 2025 dataset
Level of theory: ωB97M-V/def2-TZVPD

SMILES = CB(O)c1ccc2c(c1)C(=O)c1ccccc1C2=O.CCCC#N.CCCC#N.CCCC#N.CCCC#N.CCCC#N.CCCC#N
Gap between HOMO and LUMO = 8.626 eV
Multiplicity = 1
Total charge = 0
E = -2097.0407 Ha
LUMO = -0.97 eV
Molecular weight = 664.704 g mol⁻¹
E_HOMO = -9.598 eV

CARTESIAN COORDINATES (ANGSTROEM)
C 2.96 -4.51 -1.43
B 2.20 -3.19 -1.06
O 2.69 -1.95 -1.45
C 0.88 -3.20 -0.23
C 0.84 -3.67 1.10
C -0.35 -3.69 1.83
C -1.53 -3.27 1.22
C -1.52 -2.81 -0.11
C -0.32 -2.75 -0.82
C -2.80 -2.38 -0.71
O -2.89 -1.47 -1.50
C -3.98 -3.15 -0.26
C -5.05 -3.41 -1.11
C -6.14 -4.15 -0.65
C -6.16 -4.61 0.68
C -5.10 -4.34 1.54
C -4.00 -3.62 1.07
C -2.82 -3.35 1.94
O -2.91 -3.22 3.13
H 4.03 -4.38 -1.26
H 2.61 -5.33 -0.81
H 2.81 -4.80 -2.47
H 2.91 -1.96 -2.39
H 1.75 -4.02 1.57
H -0.39 -4.04 2.84
H -0.33 -2.37 -1.83
H -5.03 -3.05 -2.13
H -6.97 -4.36 -1.30
H -7.00 -5.19 1.03
H -5.11 -4.69 2.56
C 3.88 2.42 1.90
C 4.67 1.80 0.76
C 4.02 0.53 0.19
C 3.93 -0.57 1.15
N 3.85 -1.44 1.89
H 3.85 1.77 2.78
H 4.34 3.36 2.20
H 2.85 2.62 1.60
H 5.69 1.59 1.08
H 4.74 2.51 -0.06
H 4.59 0.17 -0.68
H 3.02 0.76 -0.16
C -0.55 -3.43 6.71
C -1.99 -3.84 6.40
C -2.14 -5.34 6.15
C -1.40 -5.77 4.97
N -0.83 -6.10 4.03
H 0.11 -3.65 5.87
H -0.49 -2.36 6.91
H -0.17 -3.96 7.58
H -2.35 -3.29 5.53
H -2.64 -3.57 7.24
H -3.19 -5.60 6.01
H -1.78 -5.91 7.01
C -4.68 2.29 -5.34
C -4.81 1.44 -4.08
C -3.94 0.18 -4.11
C -4.34 -0.74 -5.18
N -4.66 -1.47 -6.01
H -5.02 1.73 -6.22
H -5.29 3.19 -5.26
H -3.65 2.59 -5.51
H -5.85 1.16 -3.92
H -4.50 2.03 -3.21
H -3.99 -0.35 -3.16
H -2.89 0.45 -4.27
C 0.05 0.12 0.42
C -0.59 0.20 -0.96
C 0.46 0.26 -2.08
C 1.28 1.47 -1.99
N 1.96 2.38 -1.87
H 0.64 1.01 0.65
H -0.72 0.04 1.20
H 0.70 -0.75 0.50
H -1.24 1.07 -1.03
H -1.21 -0.68 -1.13
H -0.02 0.24 -3.06
H 1.12 -0.60 -2.02
C 6.13 5.05 -3.51
C 4.75 4.42 -3.31
C 3.86 5.22 -2.36
C 4.40 5.27 -1.00
N 4.81 5.30 0.07
H 6.68 5.09 -2.57
H 6.72 4.47 -4.22
H 6.04 6.07 -3.90
H 4.85 3.40 -2.93
H 4.24 4.35 -4.27
H 2.87 4.77 -2.31
H 3.74 6.25 -2.72
C 0.22 6.87 1.83
C 1.12 6.09 0.89
C 0.54 4.72 0.50
C 0.42 3.79 1.61
N 0.39 3.00 2.45
H 0.08 6.34 2.77
H 0.65 7.84 2.06
H -0.77 7.03 1.39
H 2.10 5.94 1.34
H 1.28 6.65 -0.03
H 1.18 4.23 -0.24
H -0.44 4.84 0.04

Atom charges from the Löwdin analysis, given in e for atoms 1 to 2: 0.01, -0.47

Formula: C39H54N12O10S
Source: the Open Molecules 2025 dataset
Level of theory: ωB97M-V/def2-TZVPD

Gap between HOMO and LUMO = 7.394 eV
Multiplicity = 1
Total charge = -2
E = -3325.2623 Ha
LUMO = 4.02 eV
Molecular weight = 883.002 g mol⁻¹
E_HOMO = -3.379 eV
Energy above the lowest of the compared OMol25 structures with the same formula, charge and spin = 2.221 eV

CARTESIAN COORDINATES (ANGSTROEM)
S -0.29 -0.10 0.20
O -1.00 -0.82 -0.95
O 0.48 -1.04 1.03
O 0.40 0.98 -0.41
O -1.36 0.42 1.09
N -0.27 3.03 -2.04
C -1.49 3.61 -1.61
C -1.69 4.80 -2.59
C -0.46 4.87 -3.43
C 0.38 3.68 -3.06
H 0.16 2.20 -1.53
H -2.16 3.40 -0.91
H -2.48 5.31 -2.50
H -0.32 5.63 -4.06
H 1.34 3.18 -3.21
N -0.16 -2.94 2.52
C -1.07 -2.76 3.54
C -1.55 -4.17 3.80
C -0.80 -5.00 2.82
C 0.01 -4.15 1.95
H 0.13 -2.01 1.88
H -1.24 -1.86 3.84
H -2.34 -4.69 4.55
H -0.81 -6.13 2.77
H 0.53 -4.42 1.08
N -0.45 -3.20 -2.19
C -0.73 -4.43 -1.55
C -0.05 -5.66 -2.19
C 0.61 -4.99 -3.37
C 0.31 -3.45 -3.33
H -0.69 -2.18 -1.94
H -1.46 -4.48 -0.72
H -0.16 -6.61 -2.00
H 1.36 -5.42 -4.09
H 0.77 -2.60 -3.77
N -3.52 1.55 1.19
C -4.31 1.95 0.07
C -5.56 2.52 0.69
C -5.49 2.41 2.15
C -4.11 1.78 2.44
H -2.44 1.02 1.05
H -3.78 1.74 -0.80
H -6.30 2.99 0.17
H -6.32 2.84 2.83
H -3.51 1.52 3.18
N -0.37 1.32 3.55
C 0.93 0.95 3.84
C 1.30 1.73 5.03
C 0.15 2.60 5.36
C -0.90 2.23 4.48
H -0.69 0.86 2.65
H 1.21 0.32 3.15
H 2.29 1.83 5.53
H 0.15 3.16 6.23
H -1.89 2.38 4.40
N 2.89 -1.61 2.05
C 3.19 -2.54 3.08
C 4.59 -2.61 3.40
C 5.15 -1.53 2.57
C 4.04 -0.94 1.62
H 1.98 -1.50 1.69
H 2.29 -3.31 3.10
H 5.32 -3.05 3.83
H 6.31 -1.41 2.41
H 3.78 -0.03 0.85
N -2.59 -0.46 -3.02
C -3.25 -1.63 -3.28
C -4.39 -1.28 -4.17
C -4.25 0.21 -4.33
C -2.96 0.61 -3.70
H -1.98 -0.47 -2.13
H -3.19 -2.54 -2.93
H -5.11 -2.03 -4.49
H -4.90 1.04 -4.79
H -2.29 1.50 -3.60
N 1.77 0.56 -2.70
C 0.99 0.10 -3.84
C 1.98 0.08 -4.97
C 3.35 0.45 -4.34
C 3.06 0.72 -2.87
H 1.18 0.62 -1.69
H -0.11 0.12 -3.78
H 1.82 -0.21 -6.12
H 4.44 0.41 -4.76
H 3.85 0.91 -2.24
N 2.55 2.27 0.27
C 3.18 3.16 -0.62
C 4.54 3.65 -0.03
C 4.43 3.03 1.46
C 3.15 2.19 1.50
H 1.82 1.63 0.02
H 2.85 3.34 -1.52
H 5.20 4.31 -0.43
H 5.10 3.14 2.38
H 2.66 1.54 2.35
C -3.27 -2.15 0.32
N -4.26 -3.30 0.31
O -5.13 -3.22 1.10
O -4.12 -4.13 -0.56
H -2.21 -2.63 0.35
H -3.25 -1.41 1.14
H -3.56 -1.81 -0.81
C -0.02 3.84 1.57
N -0.88 4.96 2.23
O -0.29 5.66 3.13
O -1.94 5.32 1.74
H -0.70 3.02 1.48
H 0.69 3.49 2.10
H 0.46 4.24 0.62
C 2.97 -2.24 -1.21
N 4.43 -2.38 -0.94
O 5.23 -1.58 -1.30
O 4.66 -3.41 -0.31
H 2.53 -3.14 -0.82
H 3.00 -2.02 -2.34
H 2.81 -1.25 -0.77

Atom charges from the Löwdin analysis, given in e for atoms 1 to 2: 0.46, -0.38